Below is C38H38Ge2N6O2Rb as an isolated structure in a non-equilibrium geometry, with properties calculated with ωB97M-V/def2-TZVPD.

Each line ends with the Mulliken charge.
CARTESIAN COORDINATES (ANGSTROEM)
Rb -0.435985 -0.829971 0.112451  1.380
O -2.962644 0.847684 3.764682  -0.544
C -2.297888 0.350152 4.827056  0.168
C -2.946260 0.356171 6.061161  -0.594
C -2.303915 -0.133143 7.182623  -0.381
C -1.007110 -0.637136 7.092378  -0.736
C -0.372217 -0.655981 5.864056  -0.371
C -0.999245 -0.173208 4.715269  0.304
C -0.336218 -0.233420 3.374758  0.613
O -0.912816 0.317640 2.367544  -0.745
N 0.832501 -0.847126 3.364473  -0.969
N 1.287418 -1.266026 2.162659  0.425
C 2.541953 -1.277888 1.943384  -0.785
C 3.060676 -1.901716 0.708940  0.934
C 4.437863 -2.015225 0.531324  -0.907
C 4.931687 -2.625425 -0.606718  -0.286
C 4.040632 -3.108756 -1.552568  -0.823
C 2.687893 -2.939601 -1.307076  -0.175
N 2.193767 -2.356527 -0.214754  0.098
H -2.315959 0.786913 3.007122  0.176
H -3.951085 0.757953 6.113817  0.442
H -2.814507 -0.119120 8.138201  0.371
H -0.500745 -1.007137 7.974443  0.404
H 0.631449 -1.045643 5.761105  0.455
H 3.264052 -0.855842 2.643238  0.266
H 5.104563 -1.629186 1.292557  0.389
H 5.999834 -2.725494 -0.754524  0.422
H 4.378766 -3.591886 -2.460046  0.430
H 1.959477 -3.285898 -2.034815  0.413
N -4.357950 -1.717392 1.621476  -0.081
C -3.474689 -2.795303 1.584629  0.499
C -3.703461 -3.856582 2.470875  -0.708
C -2.819684 -4.910255 2.481575  -0.375
C -1.731172 -4.906267 1.610901  -0.779
C -1.616588 -3.830904 0.760594  -0.114
N -2.463641 -2.796374 0.732251  -0.258
C -4.234599 -0.429455 1.097243  0.381
C -5.121460 0.548523 1.568598  -0.404
C -4.987813 1.835919 1.113375  -0.653
C -3.986247 2.136766 0.190284  -0.556
C -3.193261 1.096858 -0.232366  0.047
N -3.305958 -0.166592 0.195603  -0.102
H -5.062613 -1.794606 2.335194  0.158
H -4.550864 -3.832488 3.144666  0.342
H -2.967445 -5.729587 3.173055  0.417
H -1.001370 -5.703268 1.603974  0.407
H -0.794867 -3.783477 0.046462  0.400
H -5.872999 0.293373 2.305018  0.380
H -5.646873 2.611149 1.482928  0.398
H -3.841782 3.139448 -0.186628  0.504
H -2.419538 1.263334 -0.981304  -0.050
C -0.921527 3.862932 -1.669173  -0.893
Ge -0.443875 2.734499 -3.187395  0.396
C -2.118416 2.146617 -4.010021  -1.130
C 0.520914 3.838931 -4.462674  -1.184
Ge 0.906344 0.846930 -2.394759  -0.631
C 1.794050 0.092653 -3.969530  -0.183
C 1.234185 0.270539 -5.239129  -0.076
C 1.851770 -0.245507 -6.372617  -0.768
C 3.031625 -0.966847 -6.250781  -0.539
C 3.585217 -1.179780 -4.993549  -0.801
C 2.966792 -0.661800 -3.863404  -0.089
C 2.277658 1.695190 -1.284063  0.788
C 3.588216 1.927233 -1.709974  -0.348
C 4.490646 2.584762 -0.881888  -0.601
C 4.102381 3.010089 0.383215  -0.579
C 2.804786 2.782605 0.822733  -0.836
C 1.902627 2.129546 -0.005432  -0.340
H -1.482188 4.721369 -2.046656  0.422
H -0.036725 4.222939 -1.142774  0.371
H -1.546713 3.320352 -0.959461  0.016
H -2.756633 3.021108 -4.159992  0.408
H -2.643063 1.441375 -3.363568  0.287
H -1.955837 1.669279 -4.977756  0.411
H -0.195548 4.569299 -4.845926  0.441
H 0.921227 3.256479 -5.292403  0.384
H 1.341163 4.363385 -3.971661  0.348
H 0.303452 0.817187 -5.351341  0.160
H 1.408393 -0.090103 -7.348798  0.414
H 3.514371 -1.371296 -7.131169  0.375
H 4.499479 -1.752188 -4.894491  0.430
H 3.404713 -0.846649 -2.888272  0.867
H 3.906147 1.614401 -2.696171  0.473
H 5.502153 2.762868 -1.226853  0.404
H 4.810339 3.519012 1.025451  0.396
H 2.495679 3.109385 1.808065  0.461
H 0.895139 1.955226 0.361073  0.518

Cartesian forces (eV/Å) of the 6 atoms listed first:
-0.33 -0.38 -0.67
-0.05 0.01 0.02
0.01 0.02 -0.04
0.02 -0.04 0.11
0.03 -0.01 -0.01
-0.06 0.03 -0.02

The total energy comes out at -6127.7863 hartree. As for the charge: 0. The spin multiplicity is 2. Its strongest force on any atom is 0.0228 hartree/bohr. The calculation puts the HOMO-LUMO gap (alpha / beta) at 7.41 / 5.61 eV.